Molecular formula: C23H20N4O
Method: DFT, ωB97M-V/def2-TZVPD

Cartesian coordinates (Å):
1 C -0.076 -2.622 -0.861
2 C 2.073 2.596 -0.635
3 C 0.429 1.518 0.836
4 H 3.732 -3.805 -3.066
5 H -4.477 2.130 1.321
6 C -2.012 0.926 1.037
7 C -3.633 2.758 1.595
8 H -3.622 -2.039 0.798
9 H -0.005 3.169 -0.648
10 H 2.289 -2.208 -2.023
11 H 2.389 2.765 -1.645
12 C -2.318 2.282 1.483
13 H 2.796 0.568 -0.785
14 C -1.513 4.447 2.176
15 H 2.325 1.405 1.965
16 C -0.556 -0.777 0.105
17 H 3.756 1.621 0.336
18 C 0.156 2.599 1.879
19 C 2.355 -5.469 -2.878
20 H 0.331 2.194 2.890
21 H -0.747 5.186 2.381
22 H -0.692 -5.244 -1.351
23 H 3.014 -6.129 -3.415
24 C -1.265 3.118 1.861
25 C 1.862 0.946 1.091
26 H -4.952 4.318 2.277
27 N -1.270 -2.903 -0.377
28 C -2.799 -1.299 0.731
29 C 0.242 -4.957 -1.797
30 C -0.733 0.554 0.654
31 C 2.775 1.368 -0.042
32 C -3.904 4.050 2.137
33 H 0.320 1.592 -1.334
34 H 1.173 -7.528 -3.369
35 O 0.633 -7.137 -2.658
36 C 2.782 -4.156 -2.701
37 H 0.786 3.468 1.753
38 N -1.584 -1.713 0.235
39 C 1.057 -5.850 -2.478
40 H 1.875 -0.123 1.232
41 H -3.049 5.878 2.769
42 C -2.820 4.900 2.402
43 C 0.653 -3.596 -1.643
44 C 1.913 -3.231 -2.141
45 N 0.395 -1.308 -0.584
46 C 0.620 2.257 -0.534
47 N -3.025 0.002 1.029
48 H 2.322 3.478 -0.012

Calculated values
SMILES ... Oc1cccc(-c2nc3c4c(ncn3n2)-c2ccccc2CC42CCCC2)c1
Total charge ... 0
HOMO ... -8.32 eV
E_tot ... -1182.7309 a.u.



Molecular formula: C23H20N6O6
Method: DFT, ωB97M-V/def2-TZVPD

Cartesian coordinates (Å):
1 O -6.818 -0.149 1.410
2 H -0.706 -1.123 4.015
3 C 2.214 3.792 0.752
4 C -3.276 -0.577 4.184
5 H -1.198 -0.184 0.075
6 N -2.549 0.523 4.741
7 H 2.654 -2.627 0.693
8 O -6.888 -2.359 1.976
9 C 1.876 3.604 2.098
10 H 2.914 4.580 0.467
11 C 1.882 -2.325 1.400
12 H -2.401 -1.419 1.749
13 C -0.033 -1.485 3.239
14 C 0.751 1.958 0.136
15 H 1.903 3.099 -1.282
16 C 1.652 2.969 -0.227
17 N -6.248 -3.236 2.828
18 N -2.739 -0.502 1.445
19 C 0.268 -0.672 2.137
20 H 1.553 -0.425 0.419
21 C -2.440 1.540 0.380
22 C -5.263 -1.140 2.958
23 C -0.507 0.631 1.928
24 H -4.613 -0.985 0.501
25 C -3.627 -0.596 0.253
26 H -4.589 1.335 0.013
27 C 0.980 2.596 2.461
28 H -4.232 0.725 2.695
29 H 0.327 1.308 -0.636
30 C 1.260 -1.080 1.241
31 H -2.746 2.171 1.228
32 O -1.780 0.365 5.714
33 H 0.242 -3.377 4.203
34 C -3.197 -1.952 4.635
35 C -5.298 -2.461 3.453
36 H -0.978 0.934 2.870
37 C -1.638 0.362 0.934
38 H 1.963 -4.157 2.560
39 C 0.548 -2.744 3.371
40 N -6.335 -1.072 2.053
41 H 0.702 2.433 3.507
42 N -2.091 -2.603 5.094
43 C -4.130 -0.293 3.066
44 O -4.049 -5.286 4.214
45 H -1.854 2.157 -0.307
46 O -2.719 1.650 4.195
47 N -3.667 -4.144 4.399
48 C 1.508 -3.172 2.449
49 H -3.170 -1.276 -0.486
50 C 0.415 1.771 1.482
51 C -3.649 0.848 -0.269
52 O -2.374 -3.935 4.924
53 H -3.574 0.844 -1.361
54 H 2.309 4.240 2.871
55 C -4.194 -2.875 4.249

Calculated values
Total charge ... 0
HOMO ... -8.92 eV
E_tot ... -1667.9797 a.u.



Molecular formula: C23H20N7O4OsS2
Method: DFT, ωB97M-V/def2-TZVPD

Cartesian coordinates (Å):
1 N -4.713 -0.709 -2.195
2 C -2.551 -1.583 4.099
3 H -0.799 -3.447 -2.171
4 C -1.402 -0.004 2.696
5 C -1.142 1.787 4.775
6 C 0.638 -2.502 -0.832
7 H 1.850 -0.435 1.498
8 C -1.920 -0.331 3.960
9 C -2.644 -2.425 3.023
10 C -0.568 -2.625 -1.507
11 C -0.716 1.211 2.458
12 H 1.214 3.394 -3.713
13 C -2.123 -2.023 1.792
14 C 2.881 1.434 -4.611
15 N -1.482 -1.657 -1.282
16 H 1.617 -4.278 -1.575
17 O -0.064 0.650 -1.907
18 C 1.571 2.373 -0.614
19 H 3.221 1.163 0.052
20 C 1.705 -3.439 -0.897
21 S -3.010 0.648 -0.652
22 C 3.088 1.236 -2.118
23 C -3.470 -0.738 -1.658
24 O 0.286 3.854 1.095
25 C 1.200 2.539 -3.037
26 H -2.173 0.362 5.990
27 H 3.597 -4.003 -0.128
28 C -1.775 0.600 5.012
29 H 3.689 -2.064 1.485
30 C 2.853 -2.188 0.811
31 S 0.959 2.596 1.015
32 H 3.342 0.451 -4.694
33 C -0.611 2.102 3.513
34 N -2.702 -1.754 -1.876
35 H -1.037 2.507 5.575
36 H -4.978 -1.428 -2.845
37 C 2.790 -3.283 -0.095
38 H -5.295 0.100 -2.094
39 N 0.759 -1.389 0.005
40 N -1.528 -0.851 1.631
41 H -2.962 -1.867 5.061
42 N -0.630 0.923 -2.942
43 H 3.635 2.172 -4.901
44 H 2.064 1.501 -5.328
45 Os -0.846 -0.123 -0.136
46 C 2.677 1.533 -0.804
47 H -3.123 -3.391 3.099
48 H -2.204 -2.652 0.916
49 O 2.010 2.266 1.933
50 O 0.000 1.805 -3.658
51 H 0.042 3.594 -1.457
52 H 3.969 0.622 -2.267
53 C 1.836 -1.284 0.827
54 C 0.887 2.940 -1.642
55 H -0.123 3.055 3.374
56 N -0.212 1.355 1.150
57 C 2.421 1.701 -3.209

Calculated values
Expectation value of S² ... 6.083
Spin multiplicity ... 5
Total charge ... +1
HOMO (alpha / beta) ... -8.89 / -10.79 eV
E_tot ... -2459.4147 a.u.



Molecular formula: C23H21BCl3F3N2O
Method: DFT, ωB97M-V/def2-TZVPD

Cartesian coordinates (Å):
1 Cl -1.317 3.777 1.248
2 H 3.251 -5.000 -0.252
3 H 0.547 -1.857 2.934
4 C 2.553 -3.097 0.499
5 H 2.066 -4.848 -2.394
6 C -2.023 0.367 1.518
7 C -5.059 -1.555 2.731
8 C 2.665 -4.098 -0.452
9 C -1.064 -0.867 -1.785
10 H -3.356 -3.293 1.728
11 H 1.007 2.111 -3.177
12 C 0.513 1.960 -0.264
13 C -2.955 -2.262 1.640
14 H -1.650 1.375 1.529
15 H 0.973 -0.131 2.920
16 C 1.988 -4.004 -1.701
17 H 2.227 -1.427 2.775
18 H 0.735 -2.788 -2.969
19 H -3.993 0.904 2.267
20 C 1.227 -2.898 -2.015
21 F -6.008 -1.802 1.766
22 B -1.483 3.359 -0.607
23 Cl -3.239 2.856 -1.008
24 O -0.655 2.204 -0.962
25 H -1.487 0.150 -1.762
26 H 4.472 4.747 -2.813
27 H 2.546 3.126 0.718
28 C 0.104 -0.384 0.379
29 C 1.735 -2.003 0.201
30 C 3.662 4.153 -2.346
31 C 1.663 2.504 -1.105
32 H -0.766 -1.152 -2.799
33 H 0.550 0.808 0.185
34 C 3.551 4.064 -0.945
35 C 1.219 -1.112 2.491
36 C -3.734 -1.196 2.096
37 C 1.082 -1.911 -1.038
38 H 0.548 2.385 0.787
39 Cl -0.934 4.903 -1.490
40 H 4.258 4.601 -0.314
41 H -1.852 -1.564 -1.480
42 C 2.606 3.212 -0.363
43 H -1.109 -2.875 0.799
44 F -4.969 -2.747 3.403
45 H 3.070 -3.156 1.439
46 H 2.819 3.521 -4.218
47 C -1.682 -1.990 1.119
48 C -1.205 -0.632 1.021
49 C -3.318 0.116 1.983
50 C 2.722 3.451 -3.128
51 N 0.096 -0.946 -0.947
52 N 1.156 -1.081 1.063
53 F -5.491 -0.612 3.626
54 C 1.736 2.634 -2.533

Calculated values
Total charge ... 0
HOMO ... -8.38 eV
E_tot ... -2778.8892 a.u.



Molecular formula: C23H21BIrN11O6S
Method: DFT, ωB97M-V/def2-TZVPD

Cartesian coordinates (Å):
1 Ir 0.521 0.091 0.186
2 N 3.798 0.159 3.740
3 C 6.196 0.338 1.115
4 N 1.200 0.327 -2.018
5 H -3.590 -0.903 2.004
6 N 0.797 3.125 -0.880
7 C 1.003 -6.247 0.154
8 N 3.719 0.215 1.640
9 H -0.849 -4.665 -0.943
10 N -6.579 1.540 -1.648
11 S 1.240 0.045 2.839
12 O -1.527 0.261 -0.976
13 C -5.747 0.844 -0.637
14 C -4.376 0.937 -0.741
15 B 0.714 2.794 -2.331
16 N 3.223 0.226 0.344
17 N 5.110 0.232 3.336
18 H 0.476 1.737 -4.857
19 H 6.153 1.241 0.504
20 C 2.914 0.145 2.741
21 C 1.948 -2.714 0.869
22 C -6.373 0.127 0.361
23 H 2.766 -4.642 1.346
24 C 1.974 -4.100 0.845
25 C 5.048 0.266 2.050
26 H 1.515 3.517 -2.962
27 C 0.953 3.064 1.264
28 C 0.968 -4.804 0.190
29 O -7.780 1.450 -1.538
30 H -3.937 1.494 -1.556
31 H 2.726 -2.205 1.427
32 H 3.576 0.101 4.720
33 N -6.204 -1.292 2.362
34 C 0.630 4.413 -0.432
35 H -7.450 0.064 0.416
36 N 1.007 2.299 0.178
37 C 0.934 -2.005 0.232
38 C 1.229 -0.714 -2.843
39 C -2.113 0.363 0.134
40 H 6.218 -0.529 0.453
41 N 0.883 1.398 -2.778
42 C -0.066 -2.725 -0.433
43 N 1.042 -7.395 0.120
44 C -0.064 -4.115 -0.439
45 H 0.902 -0.949 -5.050
46 O -7.413 -1.275 2.414
47 O -5.993 2.152 -2.517
48 H 1.444 -1.699 -2.455
49 H 3.526 -0.599 -0.163
50 C -5.563 -0.500 1.284
51 C -3.596 0.309 0.215
52 C -4.186 -0.416 1.244
53 H 3.506 1.071 -0.139
54 H -0.353 3.238 -2.798
55 H 1.056 2.617 2.241
56 H 0.458 5.218 -1.130
57 H 7.113 0.355 1.698
58 C 0.724 4.413 0.924
59 O -1.433 0.485 1.202
60 O -5.471 -1.907 3.106
61 C 0.732 1.014 -4.098
62 C 0.947 -0.323 -4.175
63 H -0.868 -2.214 -0.958
64 H 0.643 5.253 1.593

Calculated values
Expectation value of S² ... 8.769
Spin multiplicity ... 6
Total charge ... +1
HOMO (alpha / beta) ... -10.10 / -11.73 eV
E_tot ... -2469.6257 a.u.



Molecular formula: C23H21Br4NO6Si2W
Method: DFT, ωB97M-V/def2-TZVPD

Cartesian coordinates (Å):
1 C 1.769 2.515 1.480
2 C -4.444 -2.407 -1.774
3 H -2.315 -1.344 3.184
4 H 2.482 -3.262 3.270
5 C 0.224 -3.421 -0.923
6 C 0.400 2.480 -2.898
7 H -0.063 -3.778 0.067
8 C -2.755 1.980 0.972
9 C -0.070 -1.253 -3.026
10 O -0.298 1.062 -1.097
11 H -2.537 2.315 -0.044
12 Si -1.967 0.260 1.266
13 H -0.464 -2.068 -3.637
14 H 0.992 -1.149 -3.261
15 Br 1.090 4.170 -5.076
16 C -2.941 -0.858 0.022
17 H 5.002 0.594 4.219
18 C 2.997 1.573 -2.448
19 H 3.923 -1.607 3.885
20 H -2.333 0.317 3.789
21 Si -0.393 -1.634 -1.183
22 O 2.138 3.775 1.503
23 H -0.580 -0.337 -3.328
24 C 1.596 -1.928 2.270
25 O 1.724 -3.184 2.677
26 H -2.381 2.741 1.663
27 H -2.566 -2.941 -2.642
28 C 3.509 -0.715 3.432
29 H 4.025 2.617 3.095
30 C 2.447 1.506 2.214
31 H -3.733 -0.328 2.932
32 H 1.565 4.263 0.891
33 O 0.647 -1.689 1.454
34 C -2.643 -0.325 2.961
35 Br 4.168 3.078 -4.560
36 H -4.850 -0.338 0.862
37 H -0.211 -4.089 -1.669
38 C -3.061 -2.367 -1.864
39 H -3.840 1.934 1.083
40 Br -1.382 3.044 -3.126
41 O 0.770 2.171 0.810
42 C 1.963 1.117 -1.643
43 C -4.334 -0.912 0.099
44 O 2.099 0.246 -0.657
45 C 2.746 2.483 -3.476
46 C 4.113 0.510 3.611
47 H -6.163 -1.702 -0.697
48 C -2.296 -1.605 -0.978
49 Br 4.725 0.918 -2.076
50 N 1.807 0.300 2.038
51 C -5.083 -1.677 -0.782
52 W 0.452 0.093 0.538
53 C 1.446 2.937 -3.700
54 C 2.367 -0.812 2.633
55 H 1.312 -3.487 -1.005
56 H -5.018 -3.003 -2.474
57 C 0.645 1.580 -1.871
58 C 3.576 1.639 2.992

Calculated values
Expectation value of S² ... 2.046
Spin multiplicity ... 3
Total charge ... 0
HOMO (alpha / beta) ... -7.31 / -7.29 eV
E_tot ... -12337.4470 a.u.



Molecular formula: C23H21ClN5Tc
Method: DFT, ωB97M-V/def2-TZVPD

Cartesian coordinates (Å):
1 H -3.555 -3.742 -3.127
2 H -1.373 5.751 2.395
3 N 1.098 -0.496 -0.507
4 C -0.568 2.882 4.078
5 H -1.395 4.775 -0.335
6 N 2.656 -0.708 -2.046
7 Cl -3.302 -0.242 0.262
8 H 0.639 0.350 -3.688
9 H -0.188 0.939 3.240
10 H 3.156 -0.592 -2.918
11 C -0.968 2.735 -0.412
12 N -0.669 0.996 -2.121
13 N -0.664 1.816 0.513
14 H -1.655 -1.610 1.990
15 C 0.696 0.728 -2.667
16 C -2.810 -1.745 -0.553
17 H -0.161 3.045 -2.332
18 C -1.127 4.713 2.572
19 C 2.394 -1.691 1.358
20 H 1.711 -1.506 2.174
21 H -4.429 -1.733 -1.974
22 H -1.878 2.738 -2.372
23 C -3.007 -3.327 -2.290
24 C -3.513 -2.208 -1.647
25 H -0.392 2.558 5.094
26 H 5.087 -2.151 -1.477
27 H -1.429 -4.780 -2.434
28 C -0.896 4.228 3.844
29 C 1.470 -0.192 -1.769
30 C 3.584 -2.357 1.584
31 C 4.341 -2.041 -0.701
32 C -0.951 2.440 -1.882
33 C -1.798 -3.917 -1.895
34 H -1.355 0.638 -2.780
35 C -1.017 3.790 1.542
36 C -0.692 2.453 1.765
37 C -1.097 -3.429 -0.818
38 H -0.966 4.902 4.686
39 H -0.181 -3.903 -0.485
40 C -1.616 -2.351 -0.061
41 N -1.179 3.916 0.155
42 C -0.457 1.970 3.047
43 H 3.800 -2.731 2.575
44 H 5.453 -3.066 0.799
45 Tc -0.821 -0.161 -0.029
46 H -0.094 -2.374 1.471
47 H 1.252 1.667 -2.709
48 C 2.171 -1.219 0.068
49 C 3.145 -1.372 -0.916
50 C -0.987 -1.844 1.163
51 C 4.536 -2.541 0.570

Calculated values
Expectation value of S² ... 3.796
Spin multiplicity ... 4
Total charge ... +3
HOMO (alpha / beta) ... -17.39 / -17.38 eV
E_tot ... -1702.8736 a.u.



Molecular formula: C23H21F6N4O3SSbZn
Method: DFT, ωB97M-V/def2-TZVPD

Cartesian coordinates (Å):
1 H -0.820 3.477 -2.338
2 S 3.347 -4.204 1.280
3 C -0.640 -1.764 1.081
4 H 1.663 1.689 -0.425
5 C 1.891 -1.450 -1.245
6 C -1.354 3.922 -0.324
7 H -1.704 -4.371 -1.456
8 H -2.034 4.739 -2.180
9 C -0.064 0.209 4.254
10 H -1.521 6.054 -0.301
11 H 3.441 -1.533 2.305
12 C -0.499 1.618 2.384
13 H -3.266 -2.619 -2.287
14 H 1.336 1.050 -1.909
15 C -0.409 -0.689 2.080
16 Zn -0.830 0.753 -0.414
17 C -1.695 3.791 -1.770
18 C -0.254 1.485 3.743
19 H 2.586 0.591 1.382
20 H 1.452 -1.421 -2.236
21 H 0.224 -3.355 2.229
22 N -1.258 -1.367 -0.057
23 N -1.086 2.805 0.368
24 C 1.936 -0.303 -0.465
25 H -2.473 3.046 -1.927
26 F -2.377 -0.068 -4.583
27 C -1.366 -3.647 -0.727
28 N 1.267 0.885 -0.901
29 H 2.335 -3.547 -1.310
30 C 2.528 -0.319 0.795
31 C -0.751 2.903 1.673
32 O 2.750 -4.233 2.607
33 C -1.664 -2.296 -0.933
34 H -0.227 2.342 4.399
35 F -1.295 0.805 -2.368
36 H -1.857 -1.868 -3.019
37 H 0.123 0.076 5.312
38 H -0.037 -1.898 3.825
39 C -2.473 -1.891 -2.120
40 C 2.914 -2.663 0.552
41 C -0.308 -3.076 1.330
42 F -1.694 2.515 -4.435
43 F -0.211 0.940 -6.085
44 C -1.292 5.175 0.286
45 C 3.015 -1.504 1.311
46 F 0.728 1.789 -3.601
47 C -0.656 4.116 2.322
48 Sb -0.788 0.882 -4.324
49 O 4.805 -4.260 1.498
50 O 2.910 -5.248 0.392
51 H -0.372 4.168 3.362
52 H -0.876 6.242 2.096
53 C -0.147 -0.900 3.426
54 C 2.389 -2.634 -0.731
55 N -0.554 0.543 1.608
56 C -0.660 -4.037 0.387
57 C -0.936 5.276 1.612
58 H -2.919 -0.910 -1.994
59 H -0.396 -5.076 0.539
60 F 0.129 -0.734 -3.971

Calculated values
Expectation value of S² ... 0.764
Spin multiplicity ... 2
Total charge ... +1
HOMO (alpha / beta) ... -12.46 / -12.45 eV
E_tot ... -4350.7640 a.u.